# 1
{"formula": "C21H14Cl2F6N3O6S3Sr", "method": "wB97M-V/def2-TZVPD", "e_above_lowest_kj_mol": 31.0, "charge": -1, "orbital_gap_ev": 7.091, "spin_multiplicity": 1, "e_tot_ha": -4169.5115, "species": ["Sr", "F", "C", "F", "F", "S", "O", "O", "N", "S", "O", "O", "C", "F", "F", "F", "S", "C", "C", "C", "C", "C", "N", "H", "H", "H", "H", "Cl", "C", "C", "C", "C", "C", "Cl", "C", "N", "C", "C", "C", "C", "C", "C", "C", "C", "O", "O", "H", "H", "H", "H", "H", "H", "H", "H", "H", "H"], "xyz": [[-0.7848, 0.0955, 0.4639], [-2.2561, -5.1796, 1.4989], [-2.2953, -4.5138, 0.3494], [-1.8926, -5.3112, -0.6324], [-3.5458, -4.1282, 0.1144], [-1.2344, -3.0153, 0.4437], [-1.7326, -2.2244, 1.5554], [-1.3361, -2.3128, -0.8141], [0.1282, -3.7192, 0.7063], [1.4574, -2.9183, 0.9310], [1.3800, -1.5357, 0.5012], [2.5829, -3.7082, 0.5587], [1.5643, -2.7799, 2.7689], [1.4018, -3.9705, 3.3444], [2.7557, -2.2965, 3.1127], [0.6222, -1.9520, 3.2305], [0.8982, 2.3786, -0.6706], [1.4514, 2.4267, 0.9655], [2.5082, 3.2779, 1.3697], [2.9321, 3.2837, 2.6728], [2.3131, 2.4443, 3.6059], [1.2884, 1.6472, 3.1509], [0.8569, 1.6323, 1.8860], [2.9671, 3.9096, 0.6223], [3.7445, 3.9339, 2.9764], [2.6178, 2.4145, 4.6424], [0.7683, 0.9820, 3.8336], [-5.6375, -0.9579, 0.3978], [-5.2771, -0.0799, 1.8519], [-4.3925, -0.6548, 2.7470], [-4.0956, -0.0227, 3.9405], [-4.6956, 1.1896, 4.2373], [-5.5622, 1.7560, 3.3264], [-6.2856, 3.2978, 3.7177], [-5.8786, 1.1593, 2.0980], [-6.7786, 1.7547, 1.2312], [-6.6089, 1.8604, -0.1803], [-7.6812, 1.4976, -0.9892], [-7.5854, 1.5727, -2.3660], [-6.3944, 1.9941, -2.9448], [-5.3350, 2.3699, -2.1384], [-5.4257, 2.3391, -0.7474], [-4.2719, 2.8438, 0.0772], [-3.1248, 1.8427, 0.2428], [-2.7796, 1.1746, -0.7670], [-2.5654, 1.7696, 1.3668], [-3.9391, -1.6011, 2.4917], [-3.3975, -0.4710, 4.6339], [-4.4810, 1.7129, 5.1584], [-7.3467, 2.4712, 1.6506], [-8.5791, 1.1222, -0.5139], [-8.4252, 1.2822, -2.9845], [-6.2943, 2.0331, -4.0220], [-4.4049, 2.7027, -2.5809], [-4.5892, 3.1760, 1.0633], [-3.8376, 3.7041, -0.4383]], "forces_ev_per_angstrom": [[-0.2, 1.3, -0.3], [0.0, 0.0, 0.0], [-0.1, 0.0, 0.0], [0.0, 0.0, 0.0], [0.0, 0.0, 0.0], [-0.1, 0.3, 0.0], [0.0, -0.1, 0.1], [0.1, -0.2, -0.1], [-0.1, -0.3, 0.0], [0.3, 0.2, 0.0], [-0.2, -0.2, 0.1], [0.0, 0.1, 0.0], [0.0, 0.0, 0.0], [0.0, 0.0, 0.0], [0.0, 0.0, 0.0], [0.0, 0.0, 0.0], [-0.1, -0.2, 0.1], [0.0, 0.0, 0.1], [0.0, 0.0, -0.1], [0.0, 0.0, 0.1], [0.0, 0.1, 0.0], [-0.1, 0.0, 0.0], [0.1, -0.2, 0.0], [0.0, 0.0, 0.0], [0.0, 0.0, 0.0], [0.0, 0.0, 0.0], [0.0, 0.0, 0.0], [0.0, 0.0, 0.0], [0.1, 0.0, 0.0], [0.0, 0.0, 0.0], [0.0, 0.0, 0.0], [0.0, 0.0, 0.0], [0.0, 0.0, 0.0], [0.0, 0.0, 0.0], [0.0, 0.1, 0.0], [-0.2, -0.1, 0.1], [0.1, 0.1, -0.1], [0.0, 0.0, 0.0], [0.0, 0.0, 0.0], [0.0, 0.0, 0.0], [0.0, 0.0, 0.0], [0.0, 0.0, 0.0], [0.0, 0.0, 0.0], [0.2, -0.1, 0.0], [0.1, -0.2, 0.2], [0.1, -0.2, 0.0], [0.0, 0.0, 0.0], [0.0, 0.0, 0.0], [0.0, 0.0, 0.0], [0.1, 0.1, 0.0], [0.0, 0.0, 0.0], [0.0, 0.0, 0.0], [0.0, 0.0, 0.0], [0.0, 0.0, 0.0], [0.0, 0.0, 0.0], [0.0, 0.0, 0.0]]}



# 2
{"formula": "C31H46BrN3OP2Pt", "method": "wB97M-V/def2-TZVPD", "e_above_lowest_kj_mol": 546.5, "charge": 4, "orbital_gap_ev": [4.102, 3.416], "s_squared": 6.070, "spin_multiplicity": 5, "e_tot_ha": -4822.5069, "species": ["N", "C", "C", "C", "C", "C", "C", "Pt", "P", "C", "C", "C", "C", "C", "C", "C", "Br", "H", "H", "H", "H", "H", "H", "H", "H", "H", "H", "P", "C", "C", "H", "H", "H", "H", "H", "C", "C", "H", "H", "H", "H", "H", "C", "C", "H", "H", "H", "H", "H", "C", "C", "H", "H", "H", "H", "H", "C", "C", "H", "H", "H", "H", "H", "C", "C", "H", "H", "H", "H", "H", "N", "C", "O", "C", "C", "C", "C", "N", "C", "H", "H", "H", "H", "H", "H"], "xyz": [[8.9948, -0.9036, 0.5656], [8.3566, -0.1357, 1.4460], [6.9678, 0.0146, 1.4496], [6.1592, -0.6933, 0.4947], [6.8747, -1.5507, -0.3919], [8.2794, -1.5900, -0.3135], [4.6691, -0.5550, 0.4511], [0.1867, -1.0068, -0.4624], [-2.1162, -1.5389, 0.5478], [3.6757, -1.3190, -0.1671], [2.3512, -1.2628, 0.3857], [1.4230, -2.3541, 0.7093], [0.6558, -2.2220, 1.9741], [0.6673, -1.0427, 2.6268], [1.4217, 0.0188, 2.1797], [1.7833, 0.0263, 0.7481], [-2.4078, 0.7674, 3.5197], [4.3162, 0.2799, 1.0920], [3.9143, -2.0383, -0.9526], [6.5209, 0.6620, 2.2075], [6.3526, -2.1782, -1.1124], [8.9779, 0.3761, 2.1794], [8.8471, -2.2182, -1.0088], [1.6110, -3.3007, 0.1958], [2.0818, 0.9142, 0.2129], [0.2120, -3.1607, 2.3472], [1.8352, 0.8189, 2.7924], [-0.7311, 0.2539, -2.1744], [-2.6887, -1.9429, 2.3246], [-3.6751, -3.0389, 2.7164], [-3.1602, -1.0150, 2.7200], [-1.7673, -2.0151, 2.9152], [-3.8132, -3.0468, 3.8041], [-4.6793, -2.9012, 2.2973], [-3.3278, -4.0381, 2.4462], [-1.9984, -3.2428, -0.1754], [-3.2400, -4.1298, -0.3107], [-1.1890, -3.7729, 0.3643], [-1.5861, -3.0602, -1.1712], [-2.9038, -5.1896, -0.3994], [-3.9384, -4.0458, 0.5355], [-3.7732, -3.8471, -1.2397], [-3.7481, -0.7150, -0.0172], [-5.1344, -1.1914, 0.4834], [-3.8080, -0.6358, -1.1188], [-3.6437, 0.3065, 0.3800], [-5.9313, -0.5995, 0.0058], [-5.3675, -2.2551, 0.2842], [-5.2593, -1.0144, 1.5641], [-1.9802, 1.5233, -2.6554], [-1.8457, 2.1172, -4.0774], [-1.9564, 2.3444, -1.9157], [-2.9824, 1.0604, -2.5510], [-1.0990, 2.9141, -4.1111], [-1.5852, 1.3677, -4.8258], [-2.8048, 2.5493, -4.3772], [-1.0991, -1.0285, -3.4430], [0.0670, -1.9783, -3.5035], [-1.3102, -0.5555, -4.3939], [-2.0077, -1.5527, -3.1086], [0.8808, -1.6090, -4.1514], [0.5502, -2.1527, -2.4962], [-0.2531, -2.9687, -3.8546], [0.8909, 1.0026, -2.7069], [1.0993, 2.4244, -2.1702], [0.9275, 0.9641, -3.8148], [1.7112, 0.3570, -2.3125], [2.1639, 2.5786, -1.9539], [0.7870, 3.1998, -2.8899], [0.5544, 2.5838, -1.2289], [-1.9165, 6.5377, 1.5198], [-1.5577, 5.4877, 0.6920], [-1.6966, 5.6149, -0.5296], [-1.0741, 4.2693, 1.3548], [-0.9070, 4.1609, 2.7542], [-0.7403, 2.8842, 3.2722], [-0.8216, 1.7571, 2.3656], [-0.8205, 1.8761, 1.0063], [-0.9742, 3.1222, 0.5623], [-2.2557, 7.3997, 1.1164], [-2.0140, 6.4025, 2.5040], [-0.9518, 4.9914, 3.4304], [-0.6777, 2.6667, 4.3102], [-0.4884, 0.7525, 2.7451], [-1.0594, 3.2659, -0.5126]], "forces_ev_per_angstrom": [[-4.7, 0.3, -0.1], [1.6, 0.7, 1.0], [-1.0, -0.7, -1.1], [1.4, -0.4, -0.6], [-0.2, 1.0, 1.2], [1.4, -1.3, -1.3], [-1.4, -0.1, 0.0], [-2.1, 0.5, 1.0], [-2.9, -2.0, 0.1], [2.7, 0.4, -0.2], [-1.7, 0.3, 0.2], [1.7, 0.6, 0.5], [0.2, -1.7, -1.3], [1.7, 0.6, 0.1], [-0.9, 0.4, -0.3], [-0.2, -1.1, 0.8], [-1.7, 0.8, 1.0], [0.2, -0.8, -0.1], [0.1, -0.2, 0.5], [0.3, -0.2, -0.2], [0.5, 0.2, 0.0], [-0.1, 0.1, 0.0], [-0.2, 0.1, 0.1], [-0.1, -0.1, 0.7], [0.4, 0.3, 0.4], [0.0, 0.6, -0.1], [-0.4, 0.0, 0.1], [0.2, 0.9, -2.7], [0.6, 1.3, 1.3], [-0.2, -1.2, -0.9], [0.5, -1.0, -1.1], [-0.3, -0.1, 0.0], [0.4, 0.3, -0.1], [0.5, 0.0, 0.1], [-0.1, 0.0, 0.2], [1.0, 0.2, -0.2], [-0.6, -0.1, -0.4], [-0.4, 0.3, 0.0], [0.1, -0.3, -0.3], [-0.3, 0.8, 0.0], [0.4, -0.1, -0.5], [0.1, -0.3, 0.5], [0.5, 1.0, -0.8], [-0.1, -0.9, 0.8], [0.5, -0.1, 0.4], [0.2, -0.1, -0.3], [0.6, 0.0, -0.1], [0.2, 0.6, 0.0], [0.1, -0.1, -0.4], [-1.0, 0.6, 1.4], [0.5, -0.2, 0.0], [-0.1, -0.4, -0.4], [0.5, 0.1, 0.1], [-0.1, -0.1, 0.0], [-0.1, 0.1, 0.0], [0.1, -0.1, 0.2], [-0.1, -0.1, 1.4], [1.0, -1.0, -0.1], [-0.1, 0.1, -0.1], [0.1, 0.2, -0.2], [-0.4, -0.2, 0.2], [-0.4, 0.0, -0.6], [0.3, 0.3, 0.0], [0.1, -0.4, 0.2], [0.1, 0.3, 0.2], [0.0, -0.1, 0.5], [-0.4, 0.2, -0.5], [-0.2, 0.1, -0.2], [0.1, -0.4, 0.4], [0.3, 0.0, -0.4], [0.7, -1.5, -0.6], [-1.3, 3.5, -1.1], [0.7, -1.2, 1.3], [-0.2, -0.5, 1.3], [0.0, -1.2, -0.6], [-0.1, 0.1, -1.6], [1.8, -0.1, 0.7], [-0.5, 0.8, 0.2], [-0.2, -0.6, -0.1], [0.0, -0.2, -0.1], [-0.1, 0.3, 0.2], [0.1, 0.3, 0.1], [0.2, 0.1, 0.7], [0.5, 1.6, -0.7], [0.0, 0.2, 0.3]]}